{
  "formula": "C24H33N3O4",
  "method": "the ωB97M-V functional and the def2-TZVPD basis",
  "homo_ha": -0.32468,
  "smiles": "COc1cccc(CNC(=O)CC[C@@H]2CCCN(C(=O)CCc3c(C)noc3C)C2)c1",
  "homo_lumo_gap_ev": 9.28,
  "e_above_lowest_ev": 0.9712,
  "elements": ["C", "H", "O", "C", "C", "C", "C", "C", "C", "H", "C", "N", "C", "O", "C", "H", "H", "C", "H", "H", "C", "C", "N", "C", "O", "C", "H", "H", "C", "C", "C", "O", "N", "C", "C", "H", "H", "H", "C", "H", "H", "H", "H", "H", "C", "H", "C", "C", "H", "H", "H", "H", "H", "H", "H", "H", "H", "H", "H", "H", "H", "H", "H", "H"],
  "positions_angstrom": [[0.1896, 2.6422, 3.4722], [0.1255, 3.7253, 3.6124], [-0.5321, 2.2236, 2.3396], [-0.1911, 2.7448, 1.1204], [0.8829, 3.5954, 0.8908], [1.1466, 4.0207, -0.4017], [0.3686, 3.6001, -1.4621], [-0.7148, 2.7568, -1.2396], [-0.9907, 2.3453, 0.0521], [-1.8391, 1.7108, 0.2549], [-1.5783, 2.2887, -2.3819], [-1.9893, 0.9138, -2.2268], [-3.2811, 0.5566, -2.0746], [-4.2080, 1.3358, -2.1690], [-3.4516, -0.9180, -1.7392], [-4.4620, -1.2312, -2.0013], [-2.7351, -1.4978, -2.3201], [-3.2095, -1.1080, -0.2374], [-2.3509, -0.5029, 0.0586], [-4.0794, -0.7347, 0.3064], [-2.9443, -2.5644, 0.1580], [-1.5429, -3.0097, -0.2825], [-0.5233, -2.2615, 0.4276], [0.1667, -1.3022, -0.2191], [-0.0041, -1.0975, -1.4159], [1.1539, -0.4845, 0.5958], [1.7740, -1.1490, 1.1998], [0.5721, 0.1536, 1.2646], [2.0525, 0.3824, -0.2992], [3.2944, -0.3422, -0.6902], [3.5636, -1.0814, -1.8116], [4.8100, -1.5795, -1.7208], [5.3726, -1.1805, -0.5523], [4.4921, -0.4467, 0.0746], [4.7793, 0.1752, 1.3916], [5.7978, -0.0566, 1.6876], [4.6590, 1.2559, 1.3261], [4.0909, -0.1988, 2.1484], [2.7666, -1.3800, -3.0249], [1.7075, -1.3469, -2.7840], [3.0324, -2.3626, -3.4065], [2.9736, -0.6435, -3.8012], [1.4935, 0.6703, -1.1902], [2.3271, 1.2919, 0.2376], [-0.5659, -2.4908, 1.8534], [0.2375, -1.9601, 2.3595], [-1.9221, -2.0533, 2.4137], [-3.0542, -2.7652, 1.6748], [-4.0176, -2.3971, 2.0308], [-3.0048, -3.8349, 1.8950], [-2.0254, -0.9725, 2.3076], [-1.9639, -2.2913, 3.4777], [-0.4305, -3.5657, 2.0261], [-1.3919, -2.8496, -1.3499], [-1.4066, -4.0740, -0.0637], [-3.6811, -3.2042, -0.3381], [-1.2586, 0.2240, -2.0901], [-1.0409, 2.4141, -3.3286], [-2.5003, 2.8809, -2.4243], [0.5963, 3.9295, -2.4646], [1.9823, 4.6821, -0.5767], [1.5149, 3.9312, 1.6979], [-0.2754, 2.1423, 4.3207], [1.2426, 2.3458, 3.4118]],
  "mulliken_charge": [-0.954, 0.364, -0.392, 0.219, -0.733, -0.727, -0.838, 0.642, 0.571, 0.347, -1.294, 0.001, 0.434, -0.691, -0.782, 0.436, 0.331, 0.794, -1.277, 0.751, 0.307, -1.545, 0.101, 0.989, -0.877, -1.153, 0.884, 0.330, 0.393, 0.665, -0.293, -0.187, -0.820, 0.001, -1.144, 0.401, 0.318, 0.230, -0.982, 0.040, 0.389, 0.285, 0.493, 0.119, -0.802, 0.344, -0.427, -1.387, 0.469, 0.430, 0.113, 0.472, 0.358, 0.423, 0.585, 0.469, 0.146, 0.346, 0.443, 0.402, 0.388, 0.488, 0.258, 0.336]
}

=====

{
  "formula": "C6H7NS",
  "method": "the ωB97M-V functional and the def2-TZVPD basis",
  "homo_ha": [-0.31071, -0.28003],
  "homo_lumo_gap_ev": [8.16, 5.96],
  "e_above_lowest_ev": 4.1682,
  "elements": ["C", "C", "C", "C", "C", "C", "N", "S", "H", "H", "H", "H", "H", "H", "H"],
  "positions_angstrom": [[-1.9026, -0.8181, -1.1142], [-1.2975, -1.1916, 0.0684], [-1.1696, 0.2412, -1.6850], [-0.0704, -0.4248, 0.0435], [1.0632, -0.6331, 0.9832], [1.5608, 1.9123, 0.8951], [-0.0256, 0.4684, -0.9576], [0.9534, 0.9090, 2.0132], [-2.7224, -1.2281, -1.5947], [-1.5614, -1.9603, 0.8505], [-1.1094, 0.7316, -2.7186], [0.7183, -1.5748, 1.5361], [1.9903, -0.8231, 0.5315], [2.5223, 1.6144, 0.6144], [1.0505, 2.7769, 0.5341]],
  "mulliken_charge": [-0.417, -0.658, -0.352, 0.609, -0.419, -0.536, -0.523, -0.105, 0.459, 0.316, 0.340, 0.281, 0.348, 0.334, 0.323]
}

=====

{
  "formula": "C21H27ClN4O2",
  "method": "the ωB97M-V functional and the def2-TZVPD basis",
  "homo_ha": -0.27619,
  "smiles": "COc1ccc(NC(=O)NCCN2CCN(c3ccc(C)cc3)CC2)c(Cl)c1",
  "homo_lumo_gap_ev": 8.05,
  "e_above_lowest_ev": 1.0528,
  "elements": ["C", "H", "O", "C", "C", "C", "C", "C", "C", "H", "Cl", "N", "C", "O", "N", "H", "C", "H", "H", "C", "N", "C", "C", "N", "C", "C", "C", "C", "C", "C", "H", "H", "C", "H", "H", "H", "H", "H", "C", "C", "H", "H", "H", "H", "H", "H", "H", "H", "H", "H", "H", "H", "H", "H", "H"],
  "positions_angstrom": [[-0.8848, 4.0722, -5.2519], [0.0547, 4.5258, -5.5842], [-1.0619, 4.2089, -3.8627], [-0.1482, 3.6397, -3.0315], [-0.3655, 3.8046, -1.6626], [0.5015, 3.2720, -0.7359], [1.6262, 2.5496, -1.1373], [1.8265, 2.3891, -2.5077], [0.9643, 2.9199, -3.4514], [1.1767, 2.7613, -4.4961], [3.2057, 1.4904, -3.0763], [2.5323, 1.9808, -0.2508], [2.5166, 2.0131, 1.1244], [1.6895, 2.5988, 1.7898], [3.5882, 1.3590, 1.6782], [4.1144, 0.7433, 1.0758], [3.5014, 0.9160, 3.0506], [2.7812, 1.5700, 3.5438], [4.4747, 1.0329, 3.5354], [3.0616, -0.5559, 3.1233], [1.9608, -0.8053, 2.2126], [0.6868, -0.3026, 2.6979], [-0.3562, -0.4443, 1.5950], [-0.4883, -1.8360, 1.2175], [-1.6811, -2.2875, 0.6625], [-2.8932, -2.0002, 1.3004], [-4.0867, -2.4874, 0.8143], [-4.1319, -3.2913, -0.3201], [-2.9331, -3.5828, -0.9507], [-1.7299, -3.0902, -0.4780], [-0.8271, -3.3279, -1.0192], [-2.9333, -4.2009, -1.8381], [-5.4402, -3.8166, -0.8306], [-5.2909, -4.4506, -1.7011], [-5.9451, -4.3981, -0.0598], [-6.0981, -2.9938, -1.1100], [-5.0059, -2.2492, 1.3314], [-2.8967, -1.4030, 2.1997], [0.7734, -2.3568, 0.7507], [1.8161, -2.2035, 1.8597], [2.7770, -2.5831, 1.5013], [1.5029, -2.8111, 2.7277], [0.6673, -3.4181, 0.5213], [1.1274, -1.8238, -0.1477], [-1.3114, -0.0537, 1.9399], [-0.0302, 0.1581, 0.7307], [0.7873, 0.7527, 2.9490], [0.3560, -0.8577, 3.5938], [2.8177, -0.8134, 4.1678], [3.9001, -1.1856, 2.8093], [3.2863, 1.4817, -0.7055], [0.3285, 3.4057, 0.3186], [-1.2318, 4.3619, -1.3457], [-1.7196, 4.6012, -5.7084], [-0.9118, 3.0218, -5.5593]],
  "mulliken_charge": [-0.847, 0.334, -0.442, 0.787, -0.924, -0.039, -0.262, -0.095, -0.284, 0.470, -0.301, -0.054, 0.597, -0.660, -0.247, 0.215, -0.969, 0.433, 0.380, -0.852, 0.486, -1.170, -0.701, 0.237, 0.428, -0.194, -0.863, 0.885, -1.047, -0.277, 0.383, 0.266, -1.386, 0.329, 0.325, 0.322, 0.358, 0.438, -0.770, -1.080, 0.428, 0.350, 0.549, 0.297, 0.485, 0.132, 0.563, 0.450, 0.296, 0.464, 0.222, 0.570, 0.416, 0.234, 0.334]
}

=====

{
  "formula": "C23H19BF2N5O2SV",
  "method": "the ωB97M-V functional and the def2-TZVPD basis",
  "homo_ha": [-0.37877, -0.37913],
  "total_charge": 1,
  "spin_multiplicity": 2,
  "s_squared": 0.79,
  "homo_lumo_gap_ev": [7.27, 7.76],
  "elements": ["V", "C", "N", "C", "C", "N", "C", "C", "C", "C", "C", "C", "N", "C", "N", "C", "C", "C", "C", "C", "C", "N", "H", "H", "H", "H", "H", "H", "H", "H", "H", "H", "H", "H", "H", "H", "H", "O", "C", "O", "C", "C", "C", "C", "C", "C", "S", "H", "H", "H", "H", "F", "B", "F"],
  "positions_angstrom": [[-0.3222, 0.3735, 0.0387], [2.3525, -0.7141, -0.9119], [1.0074, -1.2800, -0.6876], [0.9469, -2.4189, 0.2399], [0.5946, -1.8982, 1.5957], [0.1297, -0.6811, 1.8002], [-0.0915, -0.6012, 3.1952], [-0.5323, 0.4499, 3.9969], [-0.6323, 0.2123, 5.3517], [-0.3001, -1.0299, 5.9165], [0.1517, -2.0719, 5.1348], [0.2460, -1.8177, 3.7724], [0.6804, -2.6209, 2.7190], [2.2847, 0.7810, -0.9193], [1.4027, 1.4506, -0.2034], [1.7321, 2.8127, -0.3766], [1.1883, 3.9692, 0.1738], [1.7615, 5.1705, -0.1872], [2.8553, 5.2376, -1.0669], [3.4160, 4.0960, -1.6007], [2.8258, 2.8956, -1.2272], [3.1487, 1.5761, -1.5541], [2.8082, -1.0975, -1.8256], [2.9960, -1.0107, -0.0810], [0.5722, -1.5114, -1.5727], [1.8817, -2.9833, 0.2780], [0.1693, -3.1038, -0.1002], [-0.7851, 1.4140, 3.5832], [-0.9748, 1.0095, 5.9973], [-0.3946, -1.1692, 6.9846], [0.4200, -3.0295, 5.5600], [0.9940, -3.5751, 2.7825], [0.3579, 3.9190, 0.8606], [1.3590, 6.0869, 0.2231], [3.2713, 6.2024, -1.3229], [4.2678, 4.1362, -2.2661], [3.8907, 1.2728, -2.1627], [-0.6496, 0.3800, -1.8555], [-1.6746, 1.0126, -1.3230], [-2.9068, 0.2993, -1.3783], [-1.9326, 2.4758, -1.3737], [-2.1875, 3.2191, -2.5143], [-2.4899, 4.5683, -2.3824], [-2.5577, 5.1419, -1.1172], [-2.3033, 4.3909, 0.0239], [-1.9739, 3.0496, -0.1104], [-1.5103, 1.9788, 1.2334], [-2.1575, 2.7535, -3.4915], [-2.6840, 5.1703, -3.2598], [-2.8075, 6.1907, -1.0182], [-2.3499, 4.8466, 1.0056], [-4.0835, -1.6454, -0.8263], [-3.0213, -0.8853, -0.7584], [-1.9397, -1.3878, -0.0797]],
  "lowdin_spin": [1.110, 0.003, 0.001, 0.001, 0.005, 0.002, 0.001, 0.000, 0.000, 0.000, 0.000, 0.000, 0.002, 0.004, 0.002, 0.003, 0.000, 0.000, 0.000, 0.000, 0.000, 0.002, 0.000, 0.000, 0.000, 0.000, 0.000, 0.000, 0.000, 0.000, 0.000, 0.000, 0.000, 0.000, 0.000, 0.000, 0.000, -0.037, -0.075, -0.012, -0.007, -0.001, -0.002, 0.001, -0.001, 0.004, -0.014, 0.000, 0.000, 0.000, 0.000, 0.000, -0.001, 0.007]
}